[1]
# C13H36B3N3O8

3 unconnected molecules or ions with the total composition C13H36B3N3O8 in a non-equilibrium geometry (ωB97M-V with the def2-TZVPD basis set, the Open Molecules 2025 dataset).

```
63
Properties=species:S:1:pos:R:3:forces:R:3
N 7.56500 -0.79374 2.84597 0.0 0.0 -0.1
C 6.71604 0.37315 2.52387 0.1 -0.2 0.5
B 5.21232 0.04308 2.85185 -0.4 -0.6 0.4
O 4.47775 -0.87404 2.11346 0.2 0.7 -0.7
B 3.22485 -0.43128 1.72602 -0.1 -0.6 0.5
O 2.55320 0.48215 2.51758 0.3 0.5 -0.5
B 3.33522 1.29316 3.33387 -0.3 -0.6 0.4
O 2.96646 2.58260 3.60648 -0.1 -0.1 -0.2
O 4.50279 0.73012 3.83410 0.5 1.0 -0.6
H 7.83918 -0.76752 3.81828 0.0 0.0 0.1
H 8.41947 -0.77693 2.30694 0.0 0.0 0.0
H 7.02076 1.28227 3.05445 0.1 0.0 0.0
H 6.80346 0.58684 1.45732 -0.1 -0.1 -0.1
H 2.76400 -0.81886 0.70443 -0.2 -0.1 0.1
H 3.47205 3.25334 3.13350 0.0 -0.1 0.4
C -1.47851 2.11918 -4.08187 0.0 0.0 0.0
O -0.79083 1.15636 -4.85168 0.0 0.0 0.1
C 0.46042 1.57545 -5.37700 0.0 0.0 -0.1
C 1.61169 0.88522 -4.67789 0.0 0.0 0.0
N 1.75077 1.35415 -3.30889 -0.1 -0.1 0.0
C 2.66518 0.58619 -2.47440 0.0 0.1 0.0
C 2.37344 -0.89238 -2.23727 0.1 0.0 0.0
O 1.22723 -1.13854 -1.44908 0.0 0.0 0.0
C -0.00878 -1.08210 -2.13384 -0.1 0.0 0.1
H -2.48703 1.74269 -3.92271 0.0 0.0 0.0
H -1.01666 2.28601 -3.10180 0.0 0.0 0.0
H -1.53471 3.07981 -4.60408 0.0 0.0 0.0
H 0.56306 2.66323 -5.30529 0.0 0.0 0.0
H 0.47817 1.30127 -6.43508 0.0 0.0 0.0
H 2.53716 1.10299 -5.22146 0.0 0.0 0.0
H 1.43506 -0.19714 -4.74918 0.0 0.0 0.0
H 0.84003 1.36422 -2.87004 0.0 0.0 0.0
H 2.68986 1.06987 -1.49395 0.0 0.0 0.0
H 3.67334 0.67098 -2.89587 0.0 0.0 0.0
H 3.21660 -1.29466 -1.66995 0.0 0.0 0.0
H 2.32196 -1.46391 -3.17282 -0.1 0.1 0.0
H 0.07606 -1.44517 -3.16199 0.0 0.0 0.0
H -0.42525 -0.07068 -2.14155 0.0 0.0 -0.1
H -0.70711 -1.72198 -1.59514 0.0 0.0 0.0
C -5.88710 -2.91734 2.42526 0.0 0.0 0.0
O -5.74889 -1.62030 2.96232 0.0 0.0 -0.1
C -4.63224 -1.44032 3.82344 0.0 0.0 0.1
C -3.56639 -0.57793 3.18459 0.0 0.0 0.0
N -2.91446 -1.26822 2.08400 -0.2 0.1 -0.1
C -2.02675 -0.44386 1.27415 0.1 -0.1 0.0
C -2.60297 0.76493 0.54631 0.1 0.1 0.0
O -3.47344 0.44896 -0.52501 0.0 -0.1 0.0
C -4.80945 0.16606 -0.16211 0.0 0.0 0.0
H -6.87473 -2.97280 1.97063 0.0 0.0 0.0
H -5.13739 -3.13897 1.65691 0.0 0.0 0.0
H -5.81525 -3.68209 3.20526 0.0 0.0 0.0
H -4.21614 -2.40964 4.11638 0.0 0.0 0.0
H -4.99358 -0.93912 4.72515 0.0 0.0 0.0
H -2.81446 -0.33659 3.94320 0.0 0.0 0.0
H -4.04277 0.36573 2.88264 0.0 0.0 0.1
H -3.62015 -1.68025 1.48797 0.0 0.0 0.0
H -1.58283 -1.09142 0.51486 0.1 0.0 0.0
H -1.20563 -0.09630 1.91033 0.0 0.0 0.0
H -1.76064 1.29313 0.09182 0.0 0.0 0.0
H -3.08819 1.47182 1.23132 -0.1 -0.1 0.0
H -5.12600 0.76005 0.70068 0.0 0.0 0.0
H -4.96479 -0.89220 0.06850 0.0 0.0 0.0
H -5.43944 0.42129 -1.01391 0.0 0.0 0.0
```
Positions in Å, forces in eV/Å.

Energy in eV: -36949.346
LUMO level in eV: 0.22
Largest force on an atom in eV/A: 1.236
Orbital gap in eV: 8.79
Spin multiplicity: 1


[2]
# C13H36Cl6O5

8 unconnected molecules or ions with the total composition C13H36Cl6O5 in a non-equilibrium geometry (ωB97M-V with the def2-TZVPD basis set, the Open Molecules 2025 dataset).

```
60
Properties=species:S:1:pos:R:3:forces:R:3
C 2.96117 0.15652 1.47941 0.4 -0.6 -0.3
C 3.80253 0.17867 0.22533 -0.2 0.1 -1.0
O 3.91274 -1.13921 -0.36145 -0.2 0.3 0.0
H 3.42763 -0.45331 2.26271 -0.2 0.1 -0.1
H 2.04879 -0.27457 1.11126 -0.7 -0.5 0.4
H 2.71736 1.12534 1.88173 0.2 0.5 0.1
H 4.79381 0.62268 0.35922 -0.1 0.0 -0.1
H 3.23388 0.71880 -0.56411 0.6 0.0 0.5
H 4.60579 -1.65419 0.04824 0.2 0.0 0.3
C 0.93089 4.58685 -0.46084 -0.3 0.5 0.4
C -0.28622 5.39279 0.05909 -0.2 0.4 0.0
O -0.42517 6.76861 -0.35921 0.7 -0.3 0.2
H 0.85006 4.35464 -1.53997 0.4 0.6 0.5
H 0.84414 3.62619 0.02453 -0.1 -0.5 0.2
H 1.91884 4.96959 -0.10895 -0.8 0.1 -0.7
H -0.35561 5.30483 1.16174 0.2 0.1 -0.5
H -1.20415 4.97810 -0.33949 0.0 -0.5 0.0
H -0.28626 7.34968 0.39243 0.1 -0.1 0.0
C 1.79258 -3.56614 -3.60342 0.5 -2.2 0.6
C 2.15624 -2.13303 -3.44597 -0.4 1.7 -0.2
O 1.69903 -1.61402 -2.16938 0.1 -0.2 -0.5
H 0.74944 -3.84258 -3.38880 0.1 0.7 -0.3
H 2.33796 -4.16789 -2.86454 0.1 0.1 0.2
H 2.08552 -4.06485 -4.53742 -0.1 0.7 -0.1
H 1.59242 -1.53856 -4.19568 0.4 -0.2 0.3
H 3.24307 -1.87456 -3.57494 -0.9 -0.6 0.1
H 2.37155 -1.79898 -1.49667 0.0 0.1 0.0
C -1.52901 2.03379 -0.36237 1.0 -0.3 0.3
C -0.37419 1.39605 -1.17928 -1.3 -0.4 2.3
O -0.66504 0.02349 -1.33821 -0.2 -0.4 -0.1
H -1.39770 1.75382 0.69680 -0.4 0.0 -0.4
H -2.43098 1.59188 -0.78697 -0.2 0.3 0.3
H -1.53716 3.14612 -0.40644 -0.1 -1.0 -0.2
H 0.56828 1.48370 -0.67440 0.7 0.3 0.2
H -0.38871 1.87143 -2.08731 0.5 1.1 -2.5
H -0.00116 -0.41073 -1.89124 0.3 0.0 0.2
C -3.93526 -1.85816 -2.67299 -0.1 0.1 -1.0
C -2.61408 -2.35398 -2.06694 -1.7 0.8 0.4
O -2.52614 -1.83917 -0.75375 0.9 0.1 0.5
H -4.13718 -0.81017 -2.44038 0.3 0.0 0.1
H -4.87165 -2.38341 -2.43034 0.6 -0.3 0.4
H -3.84932 -1.93257 -3.75547 -0.1 0.1 -0.3
H -1.76011 -2.00873 -2.63293 0.2 0.0 -0.5
H -2.63497 -3.42976 -2.06878 0.3 -0.6 0.2
H -1.91581 -1.06707 -0.82721 -0.5 -0.5 0.3
C 1.52607 -1.38834 4.50047 1.2 1.6 0.4
Cl 0.26172 -0.18066 4.60698 0.0 0.3 0.1
Cl 3.03118 -1.02413 5.44076 -0.4 0.3 -0.1
H 1.17467 -2.24732 4.95830 -0.7 -1.8 0.3
H 1.87136 -1.43685 3.49577 -0.2 -0.5 -0.7
C -0.36033 -3.94894 0.05314 1.6 -0.1 -2.0
Cl -0.54176 -5.33820 -1.09587 -0.2 0.7 0.6
Cl 1.08692 -4.14208 0.99977 0.7 -0.1 0.6
H -0.24446 -3.02571 -0.50151 0.0 -0.2 -0.4
H -1.16382 -3.82986 0.68424 -1.9 -0.3 1.2
C -4.51708 1.79312 5.82624 0.7 0.4 0.4
Cl -3.70852 0.71078 4.65843 -0.6 0.1 0.4
Cl -4.54774 3.44843 5.22246 -0.3 0.3 -0.3
H -5.52563 1.52219 6.14860 0.3 -0.4 -0.6
H -3.86041 1.86964 6.68564 -0.1 -0.4 0.1
```
Positions in Å, forces in eV/Å.

Energy in eV: -99434.955
LUMO level in eV: 0.40
ΔE to the lowest compared entry with this formula, charge and spin in kJ/mol: 9.8
Largest force on an atom in eV/A: 2.771
Orbital gap in eV: 9.92
Spin multiplicity: 1


[3]
# C13H36ClIP3Zr

A molecular structure, C13H36ClIP3Zr in a non-equilibrium geometry (ωB97M-V with the def2-TZVPD basis set, the Open Molecules 2025 dataset).

```
55
Properties=species:S:1:pos:R:3:forces:R:3
C -0.32001 -0.63038 -0.78116 -3.0 -1.0 -3.3
I 1.64788 -0.17060 0.71004 1.1 1.3 1.3
H -0.79262 -1.28230 -1.63205 0.1 0.7 0.6
H -1.09985 0.19403 -0.65981 1.4 -0.8 0.0
H -0.38748 -1.36635 0.03989 -0.1 0.4 -0.7
Zr 1.15760 -0.53390 -3.16475 -2.0 2.9 1.9
P 0.94767 2.19915 -2.10272 0.3 1.2 -0.4
C 0.80523 3.21576 -0.56182 -0.2 -0.4 0.8
C 2.61267 2.76641 -2.60364 -0.2 -0.5 0.1
H 2.48726 3.79509 -2.94611 0.4 -0.1 0.0
H 0.32919 4.27411 -3.18213 -0.3 -0.5 -0.1
H 2.98881 2.12846 -3.40600 0.3 0.3 -0.2
H -0.17613 2.80273 -4.14865 -0.2 0.5 0.2
H 1.53248 2.91480 0.20956 -0.2 0.2 -0.4
H 3.28578 2.68620 -1.74597 0.0 0.1 -0.2
C -0.12288 3.26580 -3.15069 -0.2 -0.8 -0.1
H 0.97890 4.28310 -0.83403 0.0 -0.8 0.0
H -1.13130 3.29999 -2.69640 0.4 0.1 -0.4
H -0.19916 3.14792 -0.11083 0.3 0.0 -0.3
P 0.94756 -2.98601 -2.58585 -0.9 -2.9 0.6
C 0.44547 -3.85700 -1.07990 -0.2 0.0 1.0
C -0.29612 -3.72023 -3.69497 -0.3 0.5 -0.7
H 2.97576 -3.12483 -3.84645 0.2 -0.4 0.0
H 2.42561 -4.74218 -3.28816 0.2 0.2 0.1
H 3.21198 -3.57321 -2.12961 0.0 -0.2 -0.3
C 2.55652 -3.69123 -3.00360 0.2 0.5 -0.1
H -0.25458 -3.21437 -4.66438 -0.2 -0.3 -0.1
H -0.13194 -4.80298 -3.82342 0.1 0.4 0.1
H 0.19210 -4.91731 -1.32396 0.4 0.8 0.0
H -0.46069 -3.40590 -0.64253 0.3 -0.2 -0.3
H -1.30375 -3.55600 -3.27541 0.4 0.0 -0.1
H 1.22367 -3.82867 -0.30773 -0.1 -0.1 -0.2
Cl 0.00880 -0.11888 -5.19980 0.9 -0.4 1.6
C -0.19910 -1.81876 3.40922 0.0 -0.1 0.2
C -1.18425 -0.93439 2.67996 -0.1 -0.1 -0.3
P -0.62039 0.68843 2.08880 -0.8 -0.8 1.6
C -2.27538 1.46208 1.70945 0.4 0.0 -2.3
C -3.07443 1.91290 2.89257 -0.1 0.7 1.0
C 0.13529 1.58172 3.52113 0.7 -0.4 -1.0
C -0.34648 1.23551 4.94625 -0.5 0.5 0.6
H 0.10489 -2.62674 2.75316 0.4 -0.1 0.1
H -0.68899 -2.26039 4.27522 0.1 -0.1 0.0
H 0.64771 -1.24729 3.76319 0.4 -0.2 0.1
H -1.59061 -1.48639 1.82571 -0.3 0.3 0.1
H -2.01707 -0.67905 3.34196 -0.1 0.1 -0.2
H -2.05351 2.33518 1.06974 -0.4 -0.4 0.0
H -2.88925 0.72347 1.14525 0.7 0.4 0.0
H -2.61341 2.77797 3.37325 0.0 -0.2 0.2
H -4.05959 2.26968 2.56267 0.2 -0.2 -0.2
H -3.24734 1.12119 3.61039 0.0 0.0 0.2
H 1.18606 1.28227 3.37590 -0.1 0.4 0.3
H 0.03743 2.64945 3.28632 0.2 -0.2 0.1
H -0.98874 0.33468 4.99726 0.3 0.7 0.1
H 0.51382 1.10141 5.61742 -0.1 -0.2 -0.4
H -0.86108 2.12585 5.38823 0.0 -0.9 -0.5
```
Positions in Å, forces in eV/Å.

Energy in eV: -63804.369
LUMO level (spin up / spin down) in eV: -11.67 / -11.66
Charge: +3
Largest force on an atom in eV/A: 4.559
Orbital gap (spin up / spin down) in eV: 4.92 / 4.94
Spin multiplicity: 1


[4]
# C13H38NO8

7 unconnected molecules or ions with the total composition C13H38NO8 in a non-equilibrium geometry (ωB97M-V with the def2-TZVPD basis set, the Open Molecules 2025 dataset).

```
60
Properties=species:S:1:pos:R:3:forces:R:3
N -0.87855 1.18486 -0.28751 -0.4 -0.9 0.2
H 0.08713 0.90587 -0.18889 0.8 0.1 0.2
H -1.24243 1.64810 0.53292 0.2 1.0 0.4
H -1.43217 0.34041 -0.30986 -0.3 -0.9 -0.4
H -1.02142 1.67837 -1.15707 -0.2 1.1 -0.8
C -1.83931 4.12162 -4.33565 -1.5 -0.1 -1.7
O -1.40461 4.44804 -3.22853 2.0 0.5 4.1
O -2.71823 4.84416 -4.84743 -1.9 2.0 -0.9
O -1.49040 3.10653 -4.95146 1.6 -3.0 -1.0
O 2.84089 4.01641 -3.14498 0.5 0.1 0.2
H 1.91483 4.08930 -2.91402 -0.6 0.1 -0.1
H 2.91461 3.16448 -3.57512 -0.1 -0.2 -0.2
C 5.18774 -0.70055 2.14950 1.0 1.1 1.6
C 4.59276 -1.53969 1.08476 -1.3 0.8 0.0
C 3.84776 -2.77879 1.59912 0.2 -0.2 -1.0
O 3.56994 -0.70691 0.42637 0.5 -0.5 0.3
H 4.48433 -0.22566 2.83344 -0.6 -0.6 0.0
H 5.74069 0.19570 1.86833 0.2 -0.2 -0.9
H 5.89138 -1.26300 2.76323 0.0 -0.3 0.1
H 5.37738 -1.83696 0.38897 -0.2 -0.1 -0.3
H 4.47257 -3.66074 1.74005 0.3 0.1 0.0
H 3.21764 -2.96223 0.72884 -0.4 -0.6 0.4
H 3.24429 -2.68690 2.50215 0.0 0.6 -0.1
H 3.78378 -0.51376 -0.48936 0.2 -0.1 0.0
C -2.81582 3.92161 4.10060 -1.1 0.5 -1.1
C -1.41632 4.17641 4.46424 0.7 -3.1 0.9
C -0.99611 3.52919 5.79046 -0.1 2.2 2.2
O -0.64888 3.27492 3.66664 0.7 0.6 -2.4
H -3.47537 4.52824 4.72116 -0.3 -0.4 0.1
H -3.04972 2.85918 4.03261 -0.1 0.0 0.7
H -2.96840 4.25581 3.07439 -0.1 0.3 -0.1
H -1.15177 5.21855 4.28519 0.2 0.0 0.4
H -1.61958 3.75142 6.65648 -0.4 0.2 0.1
H -0.06549 4.04175 6.03406 0.4 -0.3 0.3
H -0.81335 2.45535 5.83012 -0.3 0.1 -0.8
H 0.26449 3.53692 3.80346 0.3 -0.2 -0.3
C 0.66788 -2.18876 -4.86366 0.2 1.1 0.1
C 1.92140 -1.36957 -5.21616 -0.3 0.0 0.0
C 1.99610 -1.04280 -6.66288 0.2 -0.3 -0.9
O 1.94505 -0.11416 -4.55204 0.2 -0.4 0.8
H 0.88613 -3.25132 -4.75674 -0.4 0.1 -0.2
H -0.08858 -1.92013 -5.60103 -0.1 -0.7 -0.4
H 0.21141 -1.76798 -3.96773 0.3 -0.4 0.5
H 2.85202 -1.90286 -5.02216 -0.1 0.0 0.8
H 1.24131 -0.31372 -6.95756 0.0 0.1 0.1
H 1.83157 -1.94046 -7.25889 0.3 0.0 -0.3
H 2.99951 -0.63743 -6.79304 -0.1 0.1 -0.6
H 1.04474 0.20292 -4.65448 -0.2 0.7 0.1
C -3.74504 -2.94387 2.84198 -0.5 1.2 -1.2
C -3.48010 -3.67141 1.43503 -1.1 0.4 1.4
C -4.56980 -4.76287 1.24179 1.3 0.2 0.2
O -3.37229 -2.79521 0.27948 0.2 -0.7 1.4
H -3.23527 -3.33164 3.72394 0.0 -0.5 -0.3
H -4.80102 -2.78778 3.06254 -0.4 -0.9 0.0
H -3.50216 -1.88140 2.82556 0.9 0.1 -0.5
H -2.52098 -4.15366 1.62384 0.1 0.0 -0.8
H -4.43390 -5.47113 2.05910 -0.2 -0.1 0.1
H -4.38018 -5.31977 0.32418 -0.2 0.1 -0.1
H -5.59174 -4.38879 1.30336 0.1 0.2 -0.2
H -4.26014 -2.66450 -0.06147 -0.1 0.1 0.0
```
Positions in Å, forces in eV/Å.

Energy in eV: -31961.662
LUMO level in eV: 1.42
Charge: -1
Largest force on an atom in eV/A: 4.623
Orbital gap in eV: 2.33
Spin multiplicity: 1


spin multiplicity of number 1 (C13H36B3N3O8)?
1


The lowest largest force on an atom belongs to which entry?
C13H36B3N3O8